Below is a molecular structure, C7H4BrNO2 in a non-equilibrium geometry, with properties calculated with ωB97M-V with the def2-TZVPD basis set.

Output
- spin multiplicity = 1
- HOMO energy (eV) = -10.25
- total energy (Eh) = -3048.34027

Each line ends with the Löwdin charge.
Geometry (Å):
C (-0.428, -1.338, 0.882)  -0.001
C (-1.099, -2.003, -0.139)  -0.110
C (-0.755, -0.301, -1.616)  -0.082
C (0.057, 0.433, -0.741)  -0.057
C (0.115, -0.078, 0.558)  -0.210
C (0.638, 1.833, -0.915)  -0.519
C (0.921, 0.878, 1.446)  -0.555
N (-1.311, -1.451, -1.337)  0.070
O (0.563, 2.557, -1.869)  0.126
O (1.101, 2.185, 0.255)  -0.007
Br (2.594, 0.351, 1.968)  0.876
H (-0.217, -1.555, 1.876)  0.093
H (-1.393, -2.925, 0.254)  0.093
H (-0.979, 0.004, -2.711)  0.158
H (0.191, 1.409, 2.091)  0.127

***

Below is C7H4F2O in the gas phase in a non-equilibrium geometry, with properties calculated with ωB97M-V with the def2-TZVPD basis set.

Output
- spin multiplicity = 3
- HOMO energy (alpha / beta) (eV) = -5.70 / -10.45
- total energy (Eh) = -543.89964

Each line ends with the Mulliken spin population.
Geometry (Å):
C (-0.573, 0.939, 1.044)  0.044
C (-0.443, 0.178, -1.230)  0.008
C (-0.001, -0.447, 1.051)  0.403
C (-0.750, 1.281, -0.246)  0.264
C (0.266, -1.055, 2.203)  0.639
C (1.047, -0.176, -1.353)  0.077
C (0.186, -0.857, -0.356)  0.105
O (0.617, -1.413, 3.249)  0.422
F (-1.226, 2.489, -0.647)  0.026
F (-0.217, -2.213, -0.467)  0.008
H (-0.774, 1.506, 1.875)  -0.006
H (-1.134, 0.148, -1.999)  0.011
H (1.231, -0.767, -2.169)  0.002
H (1.770, 0.387, -0.955)  -0.004

***

Below is a gas-phase ion, C7H4F6NO5 (charge -1) in a non-equilibrium geometry, with properties calculated with ωB97M-V with the def2-TZVPD basis set.

Output
- spin multiplicity = 1
- HOMO energy (eV) = -4.31
- total charge = -1
- total energy (Eh) = -1299.24761

Each line ends with the Löwdin charge.
Geometry (Å):
O (-3.327, -0.988, -0.511)  -0.108
C (-2.338, -1.524, 0.108)  -0.553
O (-2.312, -1.597, 1.508)  -0.212
C (-1.079, -2.086, -0.764)  -0.123
N (0.126, -1.206, -0.631)  0.014
C (0.691, -1.213, 0.725)  -0.245
O (0.573, -2.288, 1.392)  0.091
C (1.408, 0.003, 1.467)  -0.198
F (0.943, 0.108, 2.822)  0.081
F (2.807, -0.365, 1.589)  0.035
C (1.389, 1.411, 0.693)  -0.193
F (2.426, 1.375, -0.278)  0.071
F (1.830, 2.382, 1.678)  0.045
C (-0.036, 1.920, 0.190)  -0.189
F (-1.129, 1.289, 0.878)  0.098
F (-0.141, 3.317, 0.555)  0.052
C (-0.361, 1.838, -1.367)  -0.288
O (-1.515, 2.219, -1.714)  0.116
O (0.480, 1.407, -2.417)  0.059
H (-1.422, -2.021, -1.860)  0.119
H (-0.873, -3.198, -0.548)  0.118
H (0.844, -1.402, -1.343)  0.123
H (1.016, 0.619, -2.173)  0.089

***

Below is C7H4N2 in the gas phase in a non-equilibrium geometry, with properties calculated with ωB97M-V with the def2-TZVPD basis set.

Output
- spin multiplicity = 1
- HOMO energy (eV) = -9.62
- total energy (Eh) = -378.46982

Each line ends with the Löwdin charge.
Geometry (Å):
C (1.394, -1.724, -0.865)  -0.130
C (1.303, -0.773, 0.138)  -0.009
C (-2.479, 0.863, -1.547)  -0.268
C (-0.500, -0.818, -1.644)  -0.082
C (0.816, 0.018, 0.920)  -0.056
C (-1.384, 0.057, -1.518)  0.007
C (0.507, 0.997, 1.929)  -0.098
N (-3.344, 1.638, -1.525)  0.145
N (0.439, -1.737, -1.702)  0.097
H (2.060, -2.480, -0.739)  0.090
H (0.059, 1.866, 1.367)  0.098
H (1.431, 1.315, 2.476)  0.096
H (-0.302, 0.779, 2.710)  0.110

***

Below is C7H4N2O2S in the gas phase in a non-equilibrium geometry, with properties calculated with ωB97M-V with the def2-TZVPD basis set.

Output
- spin multiplicity = 1
- HOMO energy (eV) = -9.24
- total energy (Eh) = -927.31384

Each line ends with the Löwdin charge.
Geometry (Å):
O (-1.009, -2.338, 3.918)  0.027
N (-1.748, 0.568, 1.880)  -0.223
N (-0.516, 1.341, -0.710)  0.113
O (-0.571, -1.405, 1.865)  0.064
S (-2.191, -0.088, 3.386)  1.071
C (-1.129, -1.442, 3.092)  -0.762
C (-0.886, -0.208, 1.209)  -0.280
C (0.132, 1.728, -1.819)  -0.121
C (-0.218, 0.195, -0.082)  -0.198
C (1.154, 0.959, -2.387)  -0.052
C (0.797, -0.609, -0.623)  -0.022
C (1.463, -0.269, -1.780)  -0.056
H (-0.175, 2.654, -2.314)  0.110
H (1.637, 1.348, -3.277)  0.102
H (1.033, -1.536, -0.119)  0.114
H (2.228, -0.898, -2.238)  0.114

***

Below is C7H4NO2P in the gas phase in a non-equilibrium geometry, with properties calculated with ωB97M-V with the def2-TZVPD basis set.

Output
- spin multiplicity = 1
- HOMO energy (alpha / beta) (eV) = -8.29 / -7.61
- total energy (Eh) = -815.52210

Each line ends with the Löwdin charge.
Geometry (Å):
C (-0.028, 0.584, 0.626)  -0.067
C (-0.035, 0.371, -0.761)  -0.052
C (0.133, -0.447, 1.473)  -0.004
C (-0.056, -0.919, -1.292)  0.014
C (-0.055, -1.756, 0.968)  -0.160
C (-0.129, -2.064, -0.437)  -0.225
C (-0.051, -2.851, 1.866)  -0.578
N (0.065, -3.315, -0.932)  -0.042
O (-0.109, -3.638, -2.115)  -0.008
O (0.054, -3.201, 3.194)  -0.332
P (-0.176, -4.547, 1.966)  1.024
H (-0.083, 1.547, 0.952)  0.082
H (-0.035, 1.351, -1.250)  0.112
H (0.211, -0.493, 2.504)  0.103
H (-0.031, -1.203, -2.394)  0.134

***

Below is a molecular structure, C7H4S2 in a non-equilibrium geometry, with properties calculated with ωB97M-V with the def2-TZVPD basis set.

Output
- spin multiplicity = 1
- HOMO energy (alpha / beta) (eV) = -7.99 / -7.91
- total energy (Eh) = -1065.25819

Each line ends with the Löwdin charge.
Geometry (Å):
C (-0.253, -0.675, -2.346)  -0.292
C (-0.344, 0.140, -1.212)  -0.380
C (1.326, -0.196, 2.272)  -0.522
C (0.378, -0.643, -0.284)  -0.400
C (0.312, -0.147, 1.139)  -0.396
C (-0.396, 1.103, 0.841)  -0.075
C (-0.895, 1.288, -0.462)  0.016
S (0.829, -1.844, -1.546)  0.892
S (2.076, -1.385, 2.969)  0.729
H (-0.655, -0.546, -3.324)  0.061
H (-0.368, -0.912, 1.357)  0.137
H (-0.822, 1.711, 1.700)  0.128
H (-1.187, 2.106, -1.104)  0.103

***

Below is C7H5Cl4NO2 in the gas phase in a non-equilibrium geometry, with properties calculated with ωB97M-V with the def2-TZVPD basis set.

Output
- spin multiplicity = 1
- HOMO energy (eV) = -8.66
- total energy (Eh) = -2315.67828

Each line ends with the Löwdin charge.
Geometry (Å):
Cl (-2.530, 0.182, 2.621)  0.692
C (-1.368, 0.612, 1.429)  -0.696
C (-0.253, -0.159, 1.270)  -0.599
Cl (0.220, -1.390, 2.351)  0.767
C (0.895, 0.254, 0.312)  -0.684
O (1.823, 0.919, 0.849)  -0.023
C (0.284, 1.089, -0.877)  -0.337
O (0.849, 1.003, -1.964)  0.064
C (-0.841, 1.937, -0.586)  -0.626
Cl (-1.236, 3.049, -1.807)  0.755
C (-1.619, 1.740, 0.549)  -0.662
Cl (-2.992, 2.718, 0.809)  0.731
C (0.490, -2.076, -0.787)  -0.030
N (1.426, -0.994, -0.440)  0.041
H (0.631, -2.903, -0.081)  0.085
H (-0.529, -1.687, -0.725)  0.103
H (0.705, -2.430, -1.802)  0.103
H (1.854, -0.557, -1.278)  0.155
H (2.191, -1.306, 0.156)  0.161

***

Below is C7H5ClF4 in the gas phase in a non-equilibrium geometry, with properties calculated with ωB97M-V with the def2-TZVPD basis set.

Output
- spin multiplicity = 1
- HOMO energy (eV) = -8.83
- total energy (Eh) = -1129.34262

Each line ends with the Löwdin charge.
Geometry (Å):
C (1.508, -1.440, 0.391)  -0.100
C (0.953, -0.771, 1.498)  -0.157
C (0.989, -1.356, -0.886)  -0.043
C (0.011, 0.128, 1.420)  -0.572
C (-0.191, -0.437, -1.204)  -0.101
C (-0.800, 0.340, -0.086)  -0.282
C (-1.003, 1.848, -0.371)  -0.588
F (-2.063, -0.270, 0.063)  0.013
F (0.247, 2.328, -0.196)  0.136
F (-1.428, 2.124, -1.639)  0.139
F (-1.767, 2.489, 0.474)  0.160
Cl (-0.640, 1.006, 2.699)  0.779
H (2.380, -2.137, 0.621)  0.126
H (1.279, -0.905, 2.477)  0.092
H (1.446, -2.053, -1.648)  0.120
H (0.133, 0.128, -2.133)  0.153
H (-1.054, -1.020, -1.479)  0.126

***

Below is C7H5ClFINOP in the gas phase in a non-equilibrium geometry, with properties calculated with ωB97M-V with the def2-TZVPD basis set.

Output
- spin multiplicity = 1
- HOMO energy (eV) = -8.57
- total energy (Eh) = -1598.78679

Each line ends with the Löwdin charge.
Geometry (Å):
C (1.100, 2.256, 0.927)  -0.011
C (0.909, 0.147, -0.357)  -0.054
C (0.446, 1.091, 0.598)  -0.282
C (2.187, 0.268, -0.928)  -0.182
C (2.831, 1.446, -0.611)  -0.260
C (2.291, 2.431, 0.212)  -0.543
C (-0.396, -0.601, -0.244)  -0.054
N (-0.759, 0.469, 0.834)  -0.393
O (2.733, -0.645, -1.825)  0.063
F (4.036, 1.636, -1.210)  0.041
P (-2.267, 0.975, 1.369)  0.472
Cl (3.280, 3.900, 0.206)  0.685
I (-3.646, 1.365, -0.642)  0.240
H (0.886, 3.110, 1.573)  0.118
H (-1.279, -0.478, -0.924)  0.070
H (-0.178, -1.655, -0.145)  0.115
H (2.248, -0.471, -2.646)  0.122
H (-2.778, -0.289, 1.439)  -0.145

***

Below is 2 unconnected molecules or ions with the total composition C7H5ClFNO in a non-equilibrium geometry, with properties calculated with ωB97M-V with the def2-TZVPD basis set.

Output
- spin multiplicity = 1
- HOMO energy (alpha / beta) (eV) = -8.98 / -8.55
- total energy (Eh) = -959.63184

Each line ends with the Löwdin charge.
Geometry (Å):
C (1.996, -0.012, -1.024)  -0.076
C (0.779, -0.043, -1.761)  -0.089
C (1.991, -0.374, 0.295)  -0.098
C (-0.383, -0.384, -1.132)  -0.047
C (0.809, -0.711, 0.965)  -0.044
C (-0.389, -0.720, 0.250)  -0.420
C (-2.253, 1.569, 0.944)  -0.301
N (-1.668, -0.907, 0.743)  -0.422
O (-1.718, 2.389, 0.287)  0.145
F (-3.425, 1.492, 1.463)  0.142
Cl (-1.828, -1.544, 2.256)  0.648
H (2.936, 0.363, -1.573)  0.132
H (0.632, 0.222, -2.731)  0.067
H (2.916, -0.232, 0.908)  0.121
H (-1.281, -0.110, -1.865)  0.165
H (0.884, -0.997, 1.975)  0.075

***

Below is a molecular structure, C7H5CuLiO3 in a non-equilibrium geometry, with properties calculated with ωB97M-V with the def2-TZVPD basis set.

Output
- spin multiplicity = 1
- HOMO energy (eV) = -2.16
- total charge = -1
- total energy (Eh) = -2143.30137

Each line ends with the Löwdin charge.
Geometry (Å):
O (4.426, -2.180, -3.345)  -0.137
C (3.296, -1.972, -2.880)  -0.411
C (2.186, -1.844, -2.344)  -0.120
C (0.912, -1.864, -1.688)  -0.207
C (-0.066, -0.929, -1.847)  -0.388
O (-1.281, -1.017, -1.294)  -0.464
Li (-2.844, -0.465, -1.876)  0.753
H (0.637, -2.765, -1.114)  0.083
H (0.149, -0.030, -2.448)  0.099
C (-1.171, 3.103, 2.883)  -0.047
C (-1.110, 1.842, 2.439)  -0.255
C (0.072, 0.965, 2.742)  -0.283
O (-0.133, -0.241, 2.401)  -0.238
Cu (-0.955, -1.433, 0.752)  0.468
H (-0.257, 3.597, 3.227)  0.046
H (-2.046, 3.738, 2.730)  0.035
H (-1.815, 1.497, 1.661)  0.068